1.
34
Properties=species:S:1:pos:R:3:lowdin_charge:R:1 method="wB97M-V/def2-TZVPD" e_lumo_ev=-15.4 homo_ev=-17.2 e_tot_ev=-28500.3291 total_charge=+3 molar_mass_g_mol=437.71
Hf -2.9079 1.2600 -3.3815 1.73
F -1.7977 -0.1898 -0.5328 -0.68
C 1.4424 4.3776 -1.8547 -0.70
O 0.3811 3.7623 -2.0904 0.02
N 1.5812 5.6331 -2.0559 0.21
N 2.5296 3.7824 -1.3500 0.21
H 0.7335 6.1732 -2.1548 0.15
H 2.4863 6.0758 -1.9858 0.14
H 2.5246 2.7749 -1.2800 0.13
H 3.2360 4.3959 -0.9696 0.13
C -2.6822 -4.3012 2.3359 -0.71
O -3.7237 -3.8844 1.9440 0.22
N -2.4789 -5.1445 3.3391 0.29
N -1.5655 -3.9197 1.8946 0.26
H -1.5383 -5.3176 3.6637 0.15
H -3.2490 -5.4811 3.8993 0.16
H -1.5582 -3.1525 1.2378 0.15
H -0.6364 -4.1100 2.2421 0.15
C -1.1489 1.8853 3.7272 -0.73
O -1.0273 2.3715 4.8177 0.25
N -1.7904 0.8512 3.4792 0.30
N -0.4586 2.2862 2.6843 0.26
H -1.4871 0.4341 2.6108 0.14
H -2.2305 0.3929 4.2644 0.18
H -0.4627 1.9176 1.7440 0.14
H 0.1113 3.0654 2.9812 0.15
C 1.5472 -1.6424 -3.7211 -0.77
O 0.5612 -0.9459 -3.8891 0.05
N 1.4867 -2.7648 -3.0639 0.23
N 2.7374 -1.4621 -4.0890 0.22
H 2.4347 -3.0092 -2.8155 0.13
H 0.6509 -3.3318 -3.0577 0.15
H 2.8571 -0.6085 -4.6154 0.15
H 3.4420 -2.1739 -3.9581 0.15



2.
26
Properties=species:S:1:pos:R:3:lowdin_charge:R:1 method="wB97M-V/def2-TZVPD" e_lumo_ev="-3.7 / -9.2" homo_ev="-13.6 / -13.0" e_tot_ev=-18782.7196 multiplicity=3 total_charge=+1 molar_mass_g_mol=253.59
Pd 0.1028 0.4425 -3.0782 0.79
F -0.2556 -0.4042 -1.3128 -0.53
C 1.4374 -1.9308 1.2636 -0.05
O 0.1080 -2.0149 0.7954 0.06
H 1.5005 -2.4867 2.1929 0.10
H 2.1384 -2.3780 0.5455 0.12
H 1.7213 -0.8884 1.4571 0.10
H 0.0344 -1.5351 -0.0483 0.05
C 2.4993 1.4617 -1.2714 -0.07
O 1.8336 1.5827 -2.5705 -0.23
H 3.5177 1.1052 -1.4018 0.09
H 2.4703 2.4257 -0.7670 0.10
H 1.9390 0.7590 -0.6614 0.05
H 2.4338 2.0280 -3.1803 0.10
C -3.0875 -1.7265 0.0555 -0.08
O -2.9281 -0.6268 -0.8263 0.01
H -2.5967 -1.5229 1.0144 0.10
H -4.1479 -1.8882 0.1976 0.10
H -2.6442 -2.6407 -0.3586 0.11
H -1.9840 -0.4391 -0.8669 0.02
C -0.8034 2.0307 1.6932 -0.13
O 0.1021 1.0767 1.1897 -0.12
H -0.8847 2.9138 1.0437 0.09
H -1.8055 1.6177 1.8324 0.08
H -0.4281 2.3702 2.6541 0.09
H -0.2731 0.6685 0.4083 0.02



3.
24
Properties=species:S:1:pos:R:3:lowdin_charge:R:1 method="wB97M-V/def2-TZVPD" e_lumo_ev=0.8 homo_ev=-9.2 e_tot_ev=-11482.0284 smiles=CNC[C@@H](C)N.O.O total_charge=0 molar_mass_g_mol=124.18
N -1.9076 0.0211 0.2834 0.05
C -0.8898 0.0118 1.3412 -0.44
C -0.9965 1.2834 2.2031 -0.08
C 0.5261 -0.1106 0.7709 -0.22
N 0.6809 -1.2138 -0.1660 -0.15
C 2.0668 -1.6390 -0.2961 -0.14
H -2.2689 -0.8991 0.0649 0.07
H -1.4801 0.3263 -0.5733 0.03
H -1.0890 -0.7681 2.0809 0.13
H -2.0591 1.5578 2.1685 0.07
H -0.5741 2.1996 1.7832 0.07
H -0.7623 1.0820 3.2444 0.07
H 1.2268 -0.2184 1.6059 0.12
H 0.6969 0.8295 0.2327 0.12
H 0.0795 -2.0155 -0.0491 0.11
H 2.5774 -1.9022 0.6426 0.08
H 2.1238 -2.5710 -0.8603 0.08
H 2.6487 -0.8856 -0.8242 0.08
H -0.9880 3.2195 -1.3641 0.04
H -1.0259 1.6515 -1.3646 -0.02
O -0.9508 2.4332 -1.9241 -0.05
H 0.6247 -0.9431 -3.7526 0.03
H 0.5595 -0.7161 -2.2506 0.00
O 1.1810 -0.7331 -2.9966 -0.07



4.
27
Properties=species:S:1:pos:R:3:lowdin_charge:R:1 method="wB97M-V/def2-TZVPD" e_lumo_ev="-3.3 / -8.9" homo_ev="-14.2 / -14.0" e_tot_ev=-17614.9737 multiplicity=2 total_charge=+1 molar_mass_g_mol=172.18
N -1.9976 -1.1896 0.2209 0.05
C -1.4854 -1.8663 -0.9850 -0.20
C -0.2602 -1.1739 -1.6496 -0.15
N 0.6896 -0.6220 -0.7391 0.20
C 1.3553 -1.7520 0.0660 0.01
C 1.5053 -0.9743 1.3921 -0.48
O 0.3505 -0.8088 2.0297 0.11
O 2.4880 -0.2963 1.7460 0.10
H -0.4876 -1.2324 1.5946 0.13
H -2.0319 -0.2398 0.0000 0.03
H -2.8606 -1.4351 0.6258 0.09
H -2.3559 -1.9123 -1.6385 0.13
H -1.1125 -2.8521 -0.6589 0.11
H 0.2067 -1.9915 -2.2998 0.19
H -0.6655 -0.3663 -2.2898 0.14
H 1.4131 -0.0867 -1.2033 0.17
H 0.6309 -2.6166 0.2793 0.16
H 2.3244 -2.1041 -0.2706 0.15
H 2.3557 1.9865 0.7666 -0.02
H 1.3109 1.9121 1.6693 0.01
O 1.5047 2.2385 0.8412 0.04
H -0.0447 3.7888 -0.6554 0.15
H -0.1811 2.4152 -1.1670 -0.07
O -0.6069 3.1792 -1.3056 -0.04
H -1.9990 2.2612 -1.4813 -0.01
H -3.1286 2.2032 -0.5345 0.04
O -2.5997 1.6311 -1.0675 -0.06



5.
24
Properties=species:S:1:pos:R:3:lowdin_charge:R:1 method="wB97M-V/def2-TZVPD" e_lumo_ev=-6.9 homo_ev=-17.9 e_tot_ev=-10347.0581 smiles=CN([NH3+])C(C)(C)N[NH3+] total_charge=+2 molar_mass_g_mol=120.20
C 1.6258 -0.1446 0.6896 -0.01
C 0.4523 -0.7642 -1.4427 0.00
C -2.1304 -0.1457 0.6067 -0.06
C 0.3228 -0.0001 -0.1353 -0.49
N -0.1621 1.3694 -0.5864 0.02
N -0.8131 -0.6932 0.5340 -0.16
N 0.6240 1.8462 -1.7108 0.20
N -0.4414 -1.3121 1.7617 0.21
H 1.4184 0.2716 1.7018 0.10
H 2.0862 -1.1772 0.9026 0.14
H 2.5226 0.3430 0.3261 0.10
H -0.4143 -0.4193 -1.9093 0.09
H 0.3723 -1.7588 -1.1867 0.10
H 1.4154 -0.5600 -1.8883 0.11
H -2.3658 0.3248 -0.3805 0.11
H -3.0485 -0.8976 0.7718 0.16
H -2.2829 0.5556 1.4615 0.10
H -0.2710 1.9805 0.2419 0.17
H 1.3639 2.5809 -1.4858 0.23
H 0.8529 0.9385 -2.1676 0.13
H -0.1373 2.2134 -2.3547 0.22
H -0.9697 -2.1079 1.7586 0.14
H -0.5394 -0.8090 2.7518 0.26
H 0.5192 -1.6341 1.7399 0.14



6.
26
Properties=species:S:1:pos:R:3:lowdin_charge:R:1 method="wB97M-V/def2-TZVPD" e_lumo_ev=-6.8 homo_ev=-17.7 e_tot_ev=-13331.4913 total_charge=+2 molar_mass_g_mol=148.21
C -0.1139 2.7306 1.1217 -0.07
C 1.4462 0.7158 1.0826 -0.26
N 0.6642 1.6840 0.3467 0.01
N 1.1654 0.3720 2.4242 0.20
N 2.1247 -0.2630 0.3045 0.11
H 0.7610 1.9411 -0.6398 0.14
H 0.4931 0.7881 3.0159 0.10
H 1.7563 -0.4355 2.7449 0.15
H 2.3827 0.0662 -0.7140 0.18
H 2.4198 -1.1106 0.8177 0.13
H 0.4772 3.2361 2.0180 0.14
H -1.0673 2.5068 1.4683 0.03
H -0.2341 3.6803 0.3578 0.15
C 0.5188 -1.9277 -1.8246 -0.09
C -1.5487 -0.9290 -0.9043 -0.35
N -0.6114 -1.0257 -1.8996 0.03
N -1.5462 -1.7339 0.2242 0.19
N -2.4378 0.1416 -0.8523 0.15
H -0.8295 -0.7917 -2.8426 0.15
H -0.8339 -2.4942 0.2343 0.13
H -2.2876 -1.7559 0.9200 0.14
H -2.4009 0.9785 -1.5994 0.20
H -2.9359 0.2324 0.0665 0.14
H 0.3097 -3.0085 -1.8489 0.11
H 1.3845 -1.7203 -1.1431 0.06
H 0.9435 -1.8775 -2.8788 0.13



7.
23
Properties=species:S:1:pos:R:3:lowdin_charge:R:1 method="wB97M-V/def2-TZVPD" e_lumo_ev=-2.9 homo_ev=-15.0 e_tot_ev=-9986.5416 total_charge=+1 molar_mass_g_mol=110.18
C 1.0264 0.5469 0.0354 -0.08
C 0.2918 -0.0794 1.2294 -0.20
C -1.0345 0.6263 1.5338 -0.26
C -1.7715 -0.1272 2.6502 -0.09
N 0.5169 -0.2446 -1.2518 0.18
H 0.7306 1.5728 -0.1464 0.13
H 2.0770 0.3777 -0.1386 0.09
H 0.1480 -1.1330 0.9860 0.12
H 0.8962 -0.0469 2.1362 0.12
H -0.8484 1.6456 1.8822 0.11
H -1.5430 0.8099 0.5804 0.10
H -2.4680 -0.9101 2.3377 0.07
H -2.3756 0.6041 3.1859 0.08
H -1.0767 -0.6316 3.3129 0.08
H 0.1525 0.3404 -2.0001 0.16
H -0.1801 -0.9655 -1.0865 0.10
H 1.3727 -0.7010 -1.5687 0.13
H -2.9654 -0.9651 -1.9313 0.07
H -2.7762 -1.0889 -0.4606 0.05
O -2.2664 -1.1317 -1.2810 -0.05
H 3.8744 1.0590 -1.7004 0.07
H 3.4015 0.3767 -3.0004 0.07
O 3.1431 0.5625 -2.0912 -0.05



8.
24
Properties=species:S:1:pos:R:3:lowdin_charge:R:1 method="wB97M-V/def2-TZVPD" e_lumo_ev=-6.9 homo_ev=-12.2 e_tot_ev=-20815.2023 total_charge=+1 molar_mass_g_mol=142.24
C -1.4392 -0.4878 -1.6211 -0.15
C 5.1314 0.2426 0.0544 -0.07
C 4.2346 0.9420 -0.6274 -0.11
S 0.5782 -0.1184 0.1829 0.91
C -0.5732 -1.3061 0.6953 -0.48
N -2.1596 -1.2794 -0.6785 0.04
H -1.1744 0.4784 -1.1738 0.06
H -0.5416 -0.9872 -2.0125 0.11
H 5.3390 -0.8105 -0.0809 0.05
H 5.8438 0.8050 0.6431 0.05
H 3.6344 0.6770 -1.4898 0.04
H 3.9583 1.9058 -0.2023 0.04
H -1.3048 -0.9327 1.4072 0.07
H -1.0854 -1.8755 -0.1322 0.07
H -0.0570 -2.1510 1.1959 0.12
H -2.6768 -0.6770 -0.0273 0.09
H -2.0987 -0.2501 -2.4731 0.14
H -2.7078 -2.0718 -1.0152 0.18
H -0.6397 0.7888 1.2419 -0.14
H -0.8140 2.2002 2.0926 0.09
O -1.2170 1.4293 1.6895 -0.11
H -2.6337 1.3976 0.9279 0.00
H -4.2245 1.2298 0.8027 0.07
O -3.3724 0.8510 0.6009 -0.06



9.
24
Properties=species:S:1:pos:R:3:lowdin_charge:R:1 method="wB97M-V/def2-TZVPD" e_lumo_ev=-2.9 homo_ev=-14.0 e_tot_ev=-12033.7888 total_charge=+1 molar_mass_g_mol=126.18
C 1.0858 1.0909 1.0028 -0.07
C -0.4399 0.9524 1.1041 -0.19
C -1.0089 -0.1471 0.2846 -0.29
C -1.8126 -1.1474 0.5631 0.12
N -0.6712 0.0160 -1.1560 0.20
H 1.4004 1.7485 1.8125 0.09
H 1.5533 0.1152 1.1324 0.08
H 1.4552 1.5813 0.1039 0.07
H -0.6750 0.7238 2.1325 0.09
H -0.9374 1.8957 0.8634 0.13
H -2.1790 -1.4721 1.5139 0.07
H -2.1886 -1.8477 -0.1788 0.08
H -1.0284 0.8568 -1.6299 0.17
H -1.0059 -0.7423 -1.7445 0.15
H 0.3419 0.0948 -1.3105 0.10
H 1.6343 -2.0042 -2.9067 0.06
H 1.8495 -2.1709 -1.4232 0.07
O 1.4541 -1.5674 -2.0653 -0.04
H -0.0093 -1.7389 3.8935 0.06
H -1.3374 -1.0800 4.2504 0.06
O -0.6970 -1.1639 3.5327 -0.05
H 0.6579 2.5828 -3.5789 0.06
H 1.6179 1.4434 -3.3172 0.05
O 0.9404 1.9802 -2.8788 -0.05